# 1
This record from the OMol25 dataset describes one molecule with the formula C16H22N4O4S2 in a non-equilibrium geometry. The level of theory is the ωB97M-V functional and the def2-TZVPD basis.

Element x y z (Å)
C 2.807 2.400 -0.409
C 3.190 1.737 -1.727
C 2.544 0.364 -1.915
C 1.021 0.449 -2.036
N 0.464 -0.754 -2.613
S -0.955 -0.524 -3.458
O -0.780 0.617 -4.305
O -1.321 -1.776 -4.050
C -2.118 -0.126 -2.150
C -2.763 -1.159 -1.498
C -3.432 -0.902 -0.317
C -3.438 0.390 0.202
C -2.856 1.436 -0.502
C -2.183 1.172 -1.682
H -1.701 1.956 -2.245
H -2.902 2.440 -0.108
C -4.017 0.635 1.551
O -5.077 1.139 1.805
N -3.189 0.202 2.582
C -1.928 -0.292 2.473
N -1.172 -0.406 1.426
N -0.014 -0.962 1.850
C -0.115 -1.156 3.122
C 0.919 -1.668 4.031
H 0.485 -1.968 4.982
H 1.476 -2.484 3.575
S 2.102 -0.311 4.402
C 2.928 -0.220 2.793
H 3.531 0.682 2.804
H 2.172 -0.170 2.013
H 3.562 -1.093 2.661
O -1.324 -0.746 3.595
H -3.550 0.299 3.525
H -3.927 -1.700 0.217
H -2.720 -2.150 -1.921
C 0.468 -1.919 -1.761
H 1.493 -2.267 -1.630
H -0.104 -2.691 -2.267
H 0.032 -1.707 -0.777
H 0.567 0.645 -1.054
H 0.762 1.254 -2.725
H 2.813 -0.281 -1.076
H 2.928 -0.088 -2.831
H 2.902 2.385 -2.557
H 4.275 1.618 -1.760
H 1.740 2.601 -0.369
H 3.068 1.757 0.429
H 3.335 3.343 -0.294

E ... -52769.18855 eV
Structure (SMILES) ... CCCCN(C)S(=O)(=O)c1ccc(C(=O)Nc2nnc(CSC)o2)cc1

# 2
This record from the OMol25 dataset describes a 2-piece molecular cluster, CH4OP2 overall in a non-equilibrium geometry. The level of theory is the ωB97M-V functional and the def2-TZVPD basis.

Element x y z (Å)
C 0.190 1.154 0.599
O 1.601 -3.098 -0.156
P 2.159 -3.310 1.135
P -0.541 -0.236 0.235
H 0.007 1.669 1.537
H 1.076 1.521 -0.010
H -0.090 -0.342 -1.094
H 1.260 -2.836 2.133

E ... -21724.09227 eV
Structure (SMILES) ... C=P.O=P

# 3
This record from the OMol25 dataset describes one molecule with the formula CH3NOS2 in a non-equilibrium geometry. The level of theory is the ωB97M-V functional and the def2-TZVPD basis.

Element x y z (Å)
C 0.629 1.022 -0.025
N 0.262 -1.272 0.665
O -1.020 -1.175 0.512
S -0.982 1.374 0.349
S -1.880 0.020 -0.802
H 1.450 0.948 0.639
H 0.833 0.855 -1.150
H 0.708 -1.773 -0.188

E ... -26288.29583 eV

# 4
This record from the OMol25 dataset describes C42H37ClN2O8SbY as an isolated structure. The level of theory is the ωB97M-V functional and the def2-TZVPD basis.

Element x y z (Å)
Y -0.894 -1.568 -0.055
O 2.082 -0.436 6.708
C 2.908 -0.558 5.567
C 2.056 -0.771 4.349
C 2.640 -0.806 3.090
C 1.838 -1.028 1.988
N 0.516 -1.198 2.081
C -0.051 -1.189 3.293
C 0.688 -0.974 4.447
C -1.507 -1.507 3.334
C -2.274 -1.386 4.482
C -3.608 -1.773 4.450
C -4.462 -1.640 5.688
O -3.779 -2.019 6.868
C -4.120 -2.285 3.268
C -3.291 -2.360 2.162
N -2.025 -1.964 2.190
H 2.637 -0.320 7.485
H 3.590 -1.411 5.662
H 3.517 0.340 5.419
H 3.705 -0.675 2.950
H 2.262 -1.093 0.993
H 0.225 -0.984 5.421
H -1.854 -1.005 5.401
H -5.392 -2.201 5.560
H -4.729 -0.591 5.828
H -3.549 -2.953 6.807
H -5.145 -2.627 3.202
H -3.645 -2.759 1.219
Cl -7.804 -0.206 -3.112
C -6.291 -0.244 -2.254
C -6.155 0.485 -1.062
C -4.979 0.469 -0.360
C -3.861 -0.287 -0.803
O -2.778 -0.317 -0.112
C -4.013 -0.995 -2.030
C -2.925 -1.702 -2.645
O -1.759 -1.761 -2.251
C -5.237 -0.968 -2.730
H -6.997 1.062 -0.702
H -4.873 1.027 0.561
H -3.172 -2.212 -3.590
H -5.330 -1.522 -3.657
O 2.103 -4.376 -0.871
C 1.118 -3.747 -0.573
O 1.002 -2.438 -0.653
C -0.173 -4.448 0.003
O -0.100 -5.535 0.516
O -1.249 -3.706 -0.104
C 1.295 3.859 -3.201
C 2.222 3.073 -4.092
C 2.924 3.806 -5.053
C 3.816 3.212 -5.926
C 4.022 1.843 -5.860
C 3.321 1.102 -4.924
C 2.423 1.688 -4.022
Sb 1.630 0.092 -2.780
C 0.156 1.082 -1.519
C 0.368 1.289 -0.155
C -0.538 2.006 0.622
C -1.664 2.543 0.024
C -1.900 2.328 -1.326
C -1.020 1.589 -2.106
C -1.293 1.391 -3.572
C 3.238 -0.037 -1.355
C 3.691 -1.345 -1.157
C 4.723 -1.627 -0.274
C 5.320 -0.591 0.427
C 4.889 0.712 0.229
C 3.861 1.013 -0.665
C 3.502 2.459 -0.870
H 1.838 4.670 -2.711
H 0.831 3.257 -2.429
H 0.496 4.317 -3.789
H 2.762 4.877 -5.104
H 4.345 3.814 -6.654
H 4.712 1.352 -6.534
H 3.481 0.027 -4.901
H 1.281 0.916 0.297
H -0.347 2.155 1.678
H -2.371 3.117 0.610
H -2.796 2.734 -1.783
H -2.276 1.772 -3.846
H -1.245 0.333 -3.837
H -0.548 1.910 -4.183
H 3.211 -2.171 -1.664
H 5.038 -2.652 -0.133
H 6.124 -0.793 1.124
H 5.364 1.524 0.769
H 3.647 3.032 0.048
H 2.470 2.583 -1.185
H 4.134 2.901 -1.645

E ... -83623.80946 eV

# 5
This record from the OMol25 dataset describes a 2-piece molecular cluster, H3N3O overall in a non-equilibrium geometry. The level of theory is the ωB97M-V functional and the def2-TZVPD basis.

Element x y z (Å)
H -2.883 0.988 0.462
H -2.243 -0.849 0.979
H 0.912 -0.466 -0.658
N -2.192 0.556 -0.227
N -1.817 -0.559 0.059
N 1.877 -0.537 -0.134
O 2.393 0.514 0.165

E ... -6561.58183 eV
Structure (SMILES) ... [H]/N=N\[H].N=O

# 6
This record from the OMol25 dataset describes C43H44BaN3P as an isolated structure. The level of theory is the ωB97M-V functional and the def2-TZVPD basis.

Element x y z (Å)
Ba 0.277 -0.129 -0.823
C -6.437 1.278 2.936
C -5.453 2.244 2.782
C -4.327 1.972 2.022
C -4.176 0.737 1.393
C -5.172 -0.226 1.554
C -6.295 0.041 2.323
P -2.692 0.477 0.369
C -2.551 -1.359 0.322
C -1.871 -1.990 1.367
C -1.666 -3.364 1.361
C -2.128 -4.127 0.298
C -2.798 -3.512 -0.752
C -3.006 -2.140 -0.742
C -3.139 0.878 -1.349
C -4.439 1.191 -1.742
C -4.691 1.457 -3.081
C -3.640 1.392 -3.985
C -2.354 1.074 -3.557
C -2.025 0.811 -2.216
H -7.314 1.489 3.536
H -5.559 3.209 3.262
H -3.553 2.725 1.913
H -5.066 -1.190 1.072
H -7.060 -0.715 2.442
H -1.507 -1.395 2.201
H -1.143 -3.836 2.183
H -1.961 -5.197 0.289
H -3.151 -4.100 -1.591
H -3.513 -1.664 -1.573
H -5.242 1.229 -1.014
H -5.690 1.711 -3.414
H -3.824 1.599 -5.034
H -1.576 1.050 -4.319
C 7.259 1.596 -0.110
C 5.954 1.013 -0.588
C 5.928 0.178 -1.698
C 4.704 -0.332 -2.122
C 4.621 -1.213 -3.343
C 3.553 -0.011 -1.430
C 3.510 0.838 -0.281
C 4.788 1.333 0.095
N 2.289 1.057 0.272
C 1.945 1.778 1.494
C 0.829 2.788 1.143
C 0.258 3.480 2.383
C 1.374 4.241 3.097
C 2.468 3.253 3.501
C 1.891 2.206 4.457
C 0.773 1.445 3.744
C -0.328 2.424 3.327
C 1.340 0.765 2.496
C 3.033 2.557 2.257
H 8.093 1.253 -0.722
H 7.460 1.313 0.926
H 7.238 2.687 -0.149
H 6.842 -0.066 -2.227
H 5.603 -1.595 -3.620
H 4.227 -0.662 -4.200
H 3.959 -2.067 -3.176
H 2.651 -0.468 -1.830
H 4.892 1.997 0.934
H 0.002 2.280 0.632
H 1.234 3.516 0.433
H -0.529 4.177 2.075
H 0.982 4.753 3.982
H 1.787 5.009 2.435
H 3.279 3.791 4.000
H 1.506 2.690 5.360
H 2.678 1.512 4.770
H 0.357 0.686 4.415
H -0.757 2.907 4.211
H -1.138 1.884 2.826
H 0.524 0.206 2.011
H 2.109 0.030 2.755
H 3.823 1.871 2.570
H 3.478 3.304 1.596
N 1.377 -4.852 -2.017
C 1.591 -3.680 -1.367
N 0.782 -2.733 -1.751
C -0.020 -3.304 -2.734
C -1.050 -2.739 -3.486
C -1.689 -3.556 -4.395
C -1.322 -4.902 -4.560
C -0.302 -5.472 -3.825
C 0.343 -4.644 -2.912
H 1.900 -5.699 -1.878
H 2.361 -3.574 -0.618
H -1.352 -1.705 -3.353
H -2.495 -3.155 -4.995
H -1.853 -5.505 -5.284
H -0.021 -6.508 -3.959

E ... -59759.57776 eV

# 7
This record from the OMol25 dataset describes C5H8HgLiO4 as an isolated structure in a non-equilibrium geometry. The level of theory is the ωB97M-V functional and the def2-TZVPD basis.

Element x y z (Å)
C -3.308 -1.038 0.314
C -2.304 -0.118 -0.366
O -1.840 0.873 0.424
Li -2.242 2.584 0.612
H -3.672 -1.813 -0.380
H -2.840 -1.540 1.176
H -4.167 -0.458 0.685
H -2.750 0.373 -1.382
H -1.463 -0.733 -0.780
O -3.843 2.074 -3.471
C -2.903 3.977 -0.900
C -2.742 1.641 -3.104
O -3.861 4.737 -0.997
O -2.334 3.802 -2.214
C -1.729 2.564 -2.485
Hg -4.441 4.385 -3.218
H -2.327 0.727 -3.576
H -0.885 2.697 -3.181
H -1.345 2.077 -1.562

⟨S²⟩ ... 0.7550
E ... -17881.51930 eV
2S+1 ... 2

# 8
This record from the OMol25 dataset describes C17H21AlBr4F4NO3S as an isolated structure in a non-equilibrium geometry. The level of theory is the ωB97M-V functional and the def2-TZVPD basis.

Element x y z (Å)
O 1.022 0.359 2.974
C 1.838 -0.478 2.302
C 2.850 0.109 1.153
C 2.283 1.397 0.312
C 1.216 0.992 -0.904
C 1.415 1.863 -2.244
C 2.270 1.287 -3.475
C 3.110 -0.086 -3.289
Br 4.600 -0.047 -1.963
O 1.041 -0.468 -0.911
Al -0.642 -0.784 -1.704
S -0.731 -1.222 -3.939
O -1.277 0.892 -1.047
C -0.207 1.539 -0.215
C -0.545 3.127 -0.187
F 0.601 4.049 -0.062
F -1.466 3.417 -1.320
C -1.468 3.378 1.187
F -0.573 3.153 2.383
F -1.935 4.783 1.264
N 1.921 -1.988 2.586
C 0.588 -2.536 3.050
C -0.732 -2.757 2.078
C -2.179 -3.391 2.627
C -2.341 -3.785 4.242
C -1.034 -3.559 5.262
C 0.394 -2.964 4.631
H 3.815 0.505 1.734
H 3.205 -0.798 0.506
H 3.229 1.958 -0.143
H 1.776 2.114 1.121
H 0.334 2.162 -2.655
H 1.905 2.906 -1.929
H 1.543 1.162 -4.409
H 3.053 2.127 -3.807
H 3.610 -0.336 -4.344
H 2.318 -0.961 -3.124
H -1.492 -1.934 -1.016
H -1.887 -2.052 -4.084
H -0.276 0.891 0.774
H -2.340 2.602 1.292
H 2.645 -2.129 3.352
H -0.614 -2.481 0.941
H -3.096 -3.559 1.906
H -3.374 -4.228 4.638
H -1.124 -3.821 6.419
H 1.303 -2.852 5.357
C -4.880 0.471 -3.581
Br -3.573 1.717 -2.859
Br -4.802 -1.257 -2.690
Br -6.677 1.215 -3.560
H -4.616 0.302 -4.630

Charge ... -1
E ... -334065.48422 eV